Entry 1:
This record from OMol25 describes C35H48LiN4OPSi2 as an isolated structure at a distorted geometry. The level of theory is the ωB97M-V functional and the def2-TZVPD basis.

## Properties
- 2S+1: 1
- Gap between HOMO and LUMO: 0.2363 hartree
- Total charge: 0
- Energy: -70333.072 eV
- HOMO level: -6.726 eV

Atoms and positions in Å:
Li  0.1399  1.0358  -0.1696
C  3.5422  3.0640  1.1510
C  3.8280  1.6820  0.5774
C  3.5971  1.6512  -0.9295
C  3.0892  0.5134  1.2413
C  3.1739  0.4797  2.7715
O  2.0941  -0.3683  3.1172
C  1.2391  -0.3661  2.0549
N  1.6591  0.2480  1.0095
C  0.0780  -1.2222  2.2999
C  -0.1396  -1.5265  3.6535
C  -1.0488  -2.4787  4.0566
C  -1.7468  -3.2010  3.1030
C  -1.5589  -2.9076  1.7664
C  -0.6916  -1.9021  1.3333
P  -0.7054  -1.4514  -0.4455
C  -2.4987  -1.6921  -0.8381
C  -3.5400  -1.5994  0.0799
C  -4.8567  -1.6929  -0.3343
C  -5.1631  -1.8778  -1.6706
C  -4.1394  -1.9660  -2.5963
C  -2.8246  -1.8614  -2.1820
C  -0.1034  -3.0145  -1.2344
C  0.2047  -4.1799  -0.5441
C  0.6905  -5.2888  -1.2154
C  0.8948  -5.2472  -2.5834
C  0.6232  -4.0815  -3.2802
C  0.1366  -2.9770  -2.6087
H  2.4896  3.3027  1.0751
H  3.8621  3.1376  2.1875
H  4.1038  3.8075  0.5906
H  4.8895  1.4668  0.7640
H  2.5253  1.6808  -1.1307
H  4.0083  0.7384  -1.3558
H  4.0809  2.5000  -1.4060
H  3.5776  -0.3908  0.8402
H  3.0005  1.4677  3.2169
H  4.0954  0.0552  3.1663
H  0.4366  -0.9963  4.3937
H  -1.1958  -2.6715  5.1078
H  -2.4459  -3.9693  3.3946
H  -2.1179  -3.4706  1.0339
H  -3.3520  -1.4414  1.1299
H  -5.6496  -1.6124  0.3951
H  -6.1923  -1.9378  -1.9903
H  -4.3668  -2.1059  -3.6435
H  -2.0428  -1.8976  -2.9223
H  0.0960  -4.2312  0.5293
H  0.9085  -6.1927  -0.6643
H  1.2794  -6.1127  -3.1002
H  0.8049  -4.0384  -4.3454
H  -0.0060  -2.0509  -3.1478
C  -1.4076  5.8610  0.7127
Si  -0.3592  4.2865  0.3526
C  0.1658  3.7324  2.1154
C  1.1023  4.9628  -0.6966
C  -1.0646  2.7978  -0.5266
Si  -2.8105  2.3311  -0.0567
C  -3.6143  1.4394  -1.5464
C  -2.7258  1.2076  1.4924
C  -4.1242  3.6458  0.4457
H  -0.7931  6.7207  0.9747
H  -2.0910  5.6902  1.5388
H  -2.0054  6.1454  -0.1473
H  0.9226  4.3661  2.5690
H  0.5307  2.7069  2.1245
H  -0.7073  3.7673  2.7587
H  1.6998  5.6991  -0.1670
H  0.7002  5.4529  -1.5781
H  1.7663  4.1756  -1.0407
H  -1.0395  2.9803  -1.6054
H  -2.9060  0.7851  -2.0420
H  -3.9544  2.1652  -2.2758
H  -4.4713  0.8404  -1.2625
H  -2.0207  0.3907  1.3458
H  -3.6880  0.7819  1.7598
H  -2.3807  1.7852  2.3428
H  -4.1332  4.4804  -0.2487
H  -3.9187  4.0505  1.4331
H  -5.1320  3.2325  0.4667
N  4.1364  -3.9087  -0.4128
C  3.6134  -2.9798  -1.2568
C  2.6096  -2.0822  -0.8507
N  2.1388  -1.1552  -1.6514
C  2.6502  -1.0881  -2.8792
C  3.6394  -1.9680  -3.2864
N  4.1216  -2.9091  -2.4876
H  3.6055  -4.1673  0.4031
H  4.7139  -4.6169  -0.8364
H  2.1660  -2.1472  0.1336
H  2.2433  -0.3338  -3.5352
H  4.0594  -1.9337  -4.2810

=====

Entry 2:
This record from OMol25 describes one molecule with the formula C16H22N4O3 at a distorted geometry. The level of theory is the ωB97M-V functional and the def2-TZVPD basis.

## Properties
- 2S+1: 1
- Gap between HOMO and LUMO: 0.3345 hartree
- Total charge: 0
- Energy: -29051.541 eV
- ΔE to the lowest compared entry with this formula, charge and spin: 1.941 eV
- HOMO level: -9.096 eV
- SMILES string: CCCc1c(OCCCCc2nnn[nH]2)ccc(C(C)=O)c1O

Atoms and positions in Å:
C  -1.3849  3.4770  -0.1005
C  -0.9277  3.1167  1.3067
C  -0.7966  1.6009  1.5079
C  0.2591  1.0183  0.6068
C  -0.0805  0.3534  -0.5781
O  -1.4065  0.1931  -0.7869
C  -1.9539  -0.4198  -1.9407
C  -2.6970  -1.7138  -1.5907
C  -1.8252  -2.9656  -1.4784
C  -0.8362  -2.9505  -0.3058
C  -1.5289  -2.7116  0.9801
N  -2.5419  -3.3793  1.4804
N  -2.8356  -2.8093  2.6433
N  -2.0701  -1.8356  2.8904
N  -1.2173  -1.7293  1.8641
C  0.9371  -0.1135  -1.4207
C  2.2563  0.0711  -1.0870
C  2.6342  0.7101  0.0976
C  4.0324  0.9047  0.4721
C  5.1005  0.4031  -0.4653
O  4.3520  1.4602  1.5196
C  1.6062  1.1907  0.9471
O  1.8763  1.8080  2.0993
H  -1.5168  4.5527  -0.1923
H  -0.6506  3.1592  -0.8381
H  -2.3318  2.9921  -0.3280
H  -1.6502  3.4966  2.0313
H  0.0345  3.5870  1.5144
H  -0.5189  1.4194  2.5486
H  -1.7584  1.1304  1.3037
H  -2.6759  0.3042  -2.3367
H  -1.2040  -0.6045  -2.7118
H  -3.4374  -1.8887  -2.3729
H  -3.2373  -1.5573  -0.6556
H  -1.2660  -3.1085  -2.4059
H  -2.4890  -3.8209  -1.3452
H  -0.0659  -2.1904  -0.4443
H  -0.3444  -3.9258  -0.2577
H  -0.5181  -1.0031  1.8140
H  0.7077  -0.6193  -2.3452
H  3.0114  -0.2973  -1.7620
H  6.0742  0.6312  -0.0390
H  5.0121  -0.6725  -0.6008
H  5.0111  0.8879  -1.4349
H  2.8620  1.8485  2.1970

=====

Entry 3:
This record from OMol25 describes a 2-piece molecular cluster, C4H12NS overall at a distorted geometry. The level of theory is the ωB97M-V functional and the def2-TZVPD basis.

## Properties
- 2S+1: 1
- Gap between HOMO and LUMO: 0.3188 hartree
- Total charge: +1
- Energy: -16660.596 eV
- ΔE to the lowest compared entry with this formula, charge and spin: 1.064 eV
- HOMO level: -13.406 eV

Atoms and positions in Å:
C  -1.4170  -0.7692  1.4464
C  -0.3531  -0.6150  -1.2890
C  0.3991  1.6361  -0.8353
C  -0.7070  0.3770  0.8696
N  -0.1851  0.4283  -0.3033
S  2.7040  -0.6555  -0.0313
H  -2.0755  -1.2622  0.7340
H  -0.6999  -1.5183  1.7963
H  -1.9952  -0.4578  2.3139
H  -0.4995  -1.5878  -0.8283
H  -1.2169  -0.3845  -1.9155
H  0.5272  -0.6567  -1.9275
H  0.4063  2.4371  -0.0988
H  1.4236  1.4499  -1.1637
H  -0.1710  1.9586  -1.7068
H  -0.5641  1.2451  1.5056
H  1.5226  -0.1845  0.4196
H  2.9015  -1.4405  1.0142

=====

Entry 4:
This record from OMol25 describes an isolated ion of composition C15H20Br2N and charge +1. The level of theory is the ωB97M-V functional and the def2-TZVPD basis.

## Properties
- 2S+1: 1
- Gap between HOMO and LUMO: 0.3346 hartree
- Total charge: +1
- Energy: -157448.086 eV
- ΔE to the lowest compared entry with this formula, charge and spin: 0.000 eV
- HOMO level: -11.973 eV
- SMILES string: C/C(Br)=C(\Br)[C@H]1CCC[C@H](Cc2ccccc2)[NH2+]1

Atoms and positions in Å:
C  -4.8399  0.7084  -0.0050
C  -3.8440  -0.1882  -0.6609
Br  -4.5068  -1.0267  -2.2276
C  -2.6334  -0.4924  -0.2211
Br  -2.1143  0.2212  1.4742
C  -1.6810  -1.4418  -0.9268
C  -1.1666  -0.9509  -2.2975
C  0.3520  -1.0847  -2.5949
C  1.2969  -1.1427  -1.3706
C  0.5624  -0.7787  -0.1071
C  1.3939  -0.7603  1.1616
C  2.0968  0.5539  1.4220
C  2.5635  0.8051  2.7128
C  3.2189  1.9958  3.0195
C  3.4302  2.9608  2.0437
C  2.9645  2.7270  0.7544
C  2.3014  1.5330  0.4540
N  -0.5425  -1.8069  -0.0267
H  -5.4418  0.1129  0.6768
H  -5.5092  1.1037  -0.7600
H  -4.3711  1.5494  0.4872
H  -2.2609  -2.3506  -1.0732
H  -1.6876  -1.5309  -3.0461
H  -1.4722  0.0733  -2.4633
H  0.6294  -0.2192  -3.1851
H  0.5384  -1.9419  -3.2311
H  2.1747  -0.5329  -1.5249
H  1.6569  -2.1680  -1.2580
H  0.0758  0.1856  -0.1963
H  0.7159  -0.8912  2.0066
H  2.0923  -1.5959  1.1955
H  2.4258  0.0799  3.5026
H  3.5699  2.1822  4.0213
H  3.9366  3.8874  2.2520
H  3.1100  3.4528  -0.0273
H  1.9473  1.4218  -0.5580
H  -0.1392  -2.6838  -0.3592
H  -0.8431  -1.9667  0.9366

=====

Entry 5:
This record from OMol25 describes one molecule with the formula C20H34N6O2. The level of theory is the ωB97M-V functional and the def2-TZVPD basis.

## Properties
- 2S+1: 1
- Gap between HOMO and LUMO: 0.3428 hartree
- Total charge: 0
- Energy: -34327.246 eV
- ΔE to the lowest compared entry with this formula, charge and spin: 1.119 eV
- HOMO level: -8.944 eV
- SMILES string: CC1=CC[C@H](C(=O)N(C)CC[C@H](C)NC(=O)c2cn(CCN(C)C)nn2)CC1

Atoms and positions in Å:
C  1.4963  -6.3273  0.9440
C  1.2829  -5.1044  1.7862
C  2.2155  -4.6351  2.6097
C  2.0649  -3.3923  3.4417
C  0.8865  -2.5335  2.9681
C  0.5954  -1.4697  4.0137
O  -0.0261  -1.7681  5.0236
N  1.0567  -0.2065  3.7925
C  0.8681  0.7982  4.8266
C  1.8398  0.1819  2.6231
C  1.0573  0.5339  1.3519
C  -0.2295  1.3437  1.5597
C  -1.4416  0.4923  1.9089
N  -0.5372  2.0893  0.3434
C  0.1714  3.2039  0.0120
O  1.1043  3.6054  0.6795
C  -0.2692  3.8635  -1.2443
C  -0.8950  3.3254  -2.3413
N  -1.0214  4.3618  -3.1889
C  -1.5978  4.4147  -4.5220
C  -0.9941  3.3840  -5.4627
N  -1.3680  2.0142  -5.1402
C  -0.4658  1.0732  -5.7850
C  -2.7442  1.7269  -5.5111
N  -0.5088  5.4778  -2.6483
N  -0.0531  5.1837  -1.4804
C  -0.3355  -3.4244  2.7540
C  -0.0575  -4.4281  1.6425
H  1.3474  -6.0998  -0.1152
H  2.5001  -6.7317  1.0691
H  0.7747  -7.1067  1.2030
H  3.1577  -5.1684  2.6959
H  1.9118  -3.6547  4.4934
H  2.9921  -2.8116  3.4034
H  1.1506  -2.0864  2.0089
H  0.2531  0.3738  5.6135
H  1.8311  1.1001  5.2454
H  0.3785  1.6848  4.4219
H  2.4017  1.0675  2.9252
H  2.5836  -0.5830  2.3948
H  1.7301  1.1137  0.7195
H  0.7957  -0.3726  0.7957
H  -0.0555  2.0834  2.3450
H  -1.3006  -0.0307  2.8514
H  -2.3336  1.1148  2.0005
H  -1.6187  -0.2556  1.1304
H  -1.4016  1.9003  -0.1343
H  -1.2077  2.3340  -2.6172
H  -2.6806  4.3100  -4.4492
H  -1.3858  5.4176  -4.8871
H  -1.2857  3.6445  -6.4940
H  0.0928  3.4672  -5.4044
H  -0.7388  0.0551  -5.5083
H  -0.4959  1.1493  -6.8836
H  0.5570  1.2555  -5.4557
H  -2.9854  0.6981  -5.2453
H  -3.4362  2.3768  -4.9766
H  -2.9177  1.8538  -6.5918
H  -0.5542  -3.9395  3.6908
H  -1.2128  -2.8192  2.5141
H  -0.1006  -3.9342  0.6631
H  -0.8414  -5.1909  1.6211

=====

Entry 6:
This record from OMol25 describes a 2-piece molecular cluster, CH6NS overall at a distorted geometry. The level of theory is the ωB97M-V functional and the def2-TZVPD basis.

## Properties
- 2S+1: 1
- Gap between HOMO and LUMO: 0.2441 hartree
- Total charge: -1
- Energy: -13460.212 eV
- ΔE to the lowest compared entry with this formula, charge and spin: 0.295 eV
- HOMO level: -2.514 eV

Atoms and positions in Å:
S  -2.8335  -1.5019  0.2714
H  -2.9305  -2.3247  -0.7852
C  0.7991  0.8967  -0.3894
N  0.7419  0.3319  1.0109
H  1.6864  0.5407  -0.8989
H  0.8781  1.9917  -0.3550
H  -0.1320  0.6113  -0.8726
H  1.6563  -0.0737  1.1833
H  0.1342  -0.4720  0.8356

=====

Entry 7:
This record from OMol25 describes a 11-piece molecular cluster, C22H54F12N2O17S4 overall at a distorted geometry. The level of theory is the ωB97M-V functional and the def2-TZVPD basis.

## Properties
- 2S+1: 1
- Gap between HOMO and LUMO: 0.2854 hartree
- Total charge: -2
- Energy: -137421.878 eV
- ΔE to the lowest compared entry with this formula, charge and spin: 0.407 eV
- HOMO level: -4.686 eV

Atoms and positions in Å:
C  -1.0097  -4.1907  -2.0409
F  -1.7710  -3.6111  -2.9294
F  -1.6037  -5.1672  -1.4139
F  0.1098  -4.6952  -2.6584
S  -0.3913  -3.0315  -0.5980
O  -1.3479  -3.1244  0.4587
O  0.9543  -3.4964  -0.1965
N  -0.1789  -1.5058  -1.2528
S  -1.4336  -0.7636  -0.7719
O  -2.7687  -1.2921  -1.1401
O  -1.3505  -0.1121  0.5381
C  -1.1149  0.7881  -1.9330
F  -1.9683  1.7486  -1.5881
F  0.0990  1.2303  -1.6373
F  -1.2347  0.4695  -3.2022
C  10.0488  5.0449  -1.3242
F  10.8827  5.6415  -0.4544
F  9.8761  5.9110  -2.2835
F  10.6737  3.9640  -1.6912
S  8.3812  4.5457  -0.3995
O  8.6322  3.2254  0.1410
O  8.1262  5.6021  0.6237
N  7.2129  4.4457  -1.7612
S  6.4654  5.8367  -1.6104
O  5.4361  5.8587  -0.5491
O  7.2986  7.0278  -1.6073
C  5.6084  6.0181  -3.3352
F  5.0930  4.8524  -3.6162
F  4.5914  6.8662  -3.1315
F  6.5370  6.2415  -4.2573
C  5.1205  -4.0396  4.9337
C  4.5160  -2.6174  4.6485
O  5.5295  -1.8980  4.0032
H  5.9792  -3.9712  5.6016
H  5.4639  -4.4534  3.9855
H  4.4110  -4.7359  5.3808
H  4.1428  -2.1474  5.5584
H  3.6853  -2.6164  3.9428
H  6.2901  -1.7639  4.5733
C  2.8968  -2.7826  -6.6845
C  4.2023  -3.5366  -6.4661
O  5.0210  -2.7839  -5.6651
H  2.9265  -1.7920  -7.1382
H  2.3491  -2.8952  -5.7488
H  2.2990  -3.3245  -7.4174
H  4.5936  -3.7351  -7.4639
H  3.9601  -4.4656  -5.9499
H  5.1167  -1.9152  -6.0623
C  -2.4433  -5.2967  6.5521
C  -2.8112  -5.2736  7.9663
O  -2.0100  -6.1651  8.8301
H  -2.2616  -6.3221  6.2301
H  -1.6366  -4.5945  6.3420
H  -3.1335  -4.8494  5.8369
H  -3.8399  -5.5158  8.2332
H  -2.6739  -4.2292  8.2464
H  -2.4168  -6.2050  9.6987
C  -3.0132  -0.3480  -8.6735
C  -3.6356  -1.3775  -7.7376
O  -4.2834  -2.4363  -8.4772
H  -2.6747  0.4805  -8.0512
H  -3.6945  0.0381  -9.4316
H  -2.1787  -0.8655  -9.1466
H  -4.3928  -0.8964  -7.1185
H  -2.9368  -1.7754  -7.0017
H  -3.5110  -2.9495  -8.7252
C  -5.3659  6.5283  4.1208
C  -4.6177  7.0180  2.8619
O  -5.4423  7.8913  2.1086
H  -5.3651  5.4394  4.1693
H  -6.4392  6.6838  4.0115
H  -5.0155  6.8041  5.1154
H  -4.0199  6.2944  2.3077
H  -3.7837  7.5097  3.3627
H  -5.5486  8.7220  2.5779
C  -7.0328  -2.8026  1.9342
C  -7.7071  -3.1797  0.6047
O  -7.7626  -4.5846  0.5835
H  -6.0472  -3.2558  2.0396
H  -7.7707  -3.0790  2.6874
H  -6.8145  -1.7394  2.0347
H  -7.1134  -2.8564  -0.2504
H  -8.6654  -2.6626  0.5557
H  -8.1696  -4.7906  -0.2612
C  -0.0340  -10.3661  4.4000
C  1.2099  -9.5081  4.2565
O  1.4558  -9.2376  2.9526
H  -0.2074  -10.5569  5.4590
H  0.1522  -11.3056  3.8797
H  -0.9291  -9.8615  4.0361
H  2.0198  -10.0075  4.7882
H  1.1279  -8.5383  4.7475
H  1.9622  -8.4358  2.8033
C  2.0205  4.7427  4.3637
C  2.8420  3.5162  4.4911
O  2.3103  2.6798  3.4880
H  0.9658  4.5936  4.5951
H  2.1700  5.2807  3.4275
H  2.2045  5.4366  5.1839
H  2.7630  3.0740  5.4842
H  3.8640  3.6464  4.1352
H  1.3524  2.6846  3.5511
C  -4.3242  7.8999  -4.9278
C  -4.6538  9.2880  -5.4576
O  -3.5956  9.7905  -6.2217
H  -4.2338  7.0954  -5.6576
H  -5.1857  7.6113  -4.3256
H  -3.3710  7.8472  -4.4018
H  -4.8875  9.9606  -4.6323
H  -5.5485  9.3575  -6.0762
H  -3.5779  9.1001  -6.8884

=====

Entry 8:
This record from OMol25 describes C11H15BCdN6O2 as an isolated structure at a distorted geometry. The level of theory is the ωB97M-V functional and the def2-TZVPD basis.

## Properties
- 2S+1: 1
- Gap between HOMO and LUMO (spin up / spin down): 0.1475 / 0.1626 hartree
- Total charge: +2
- Energy: -29907.213 eV
- ΔE to the lowest compared entry with this formula, charge and spin: 0.000 eV
- HOMO level (spin up / spin down): -15.120 / -15.471 eV

Atoms and positions in Å:
C  -0.2739  3.5308  -1.2377
N  -0.0534  2.2522  -1.5964
N  0.2087  2.2335  -2.9553
C  0.0766  3.4786  -3.4458
C  -0.2322  4.3291  -2.3949
B  0.4753  0.9350  -3.7829
N  1.5028  0.0271  -3.0469
N  1.3932  -0.2479  -1.6938
C  2.3410  -1.1549  -1.3996
C  3.0343  -1.5094  -2.5744
C  2.4878  -0.7276  -3.5875
Cd  -0.4526  0.4884  -0.2734
N  -0.8684  0.1582  -3.5948
N  -1.2401  -0.1984  -2.3162
C  -2.2869  -1.0312  -2.4068
C  -2.6749  -1.1117  -3.7500
C  -1.7623  -0.3413  -4.4735
H  -2.6887  -1.5252  -1.5276
H  -1.6846  -0.1057  -5.5228
H  -3.4947  -1.6743  -4.1441
H  0.7808  1.1748  -4.9133
H  2.7349  -0.6324  -4.6328
H  0.2211  3.6468  -4.5082
H  3.7985  -2.2521  -2.6943
H  -0.4008  5.3816  -2.4821
H  2.4847  -1.5486  -0.4008
H  -0.4575  3.8186  -0.2087
H  -0.3765  -2.9608  1.1097
C  -0.2100  -3.7090  1.9046
H  0.3527  -4.5579  1.4967
H  0.3827  -3.2530  2.7145
H  -1.1822  -4.0618  2.2830
O  -4.4045  1.4121  1.3471
C  -3.1822  1.2410  1.3075
O  -2.5201  0.3600  0.6160
H  -2.5251  1.8984  1.9345

=====

Question: Look up the total charge of the eighth one.
Answer: +2

=====

Question: Which formula does entry 3 have?
Answer: C4H12NS